1.
C18H19BHfN6 as an isolated structure. Source: the Open Molecules 2025 dataset; level of theory: the ωB97M-V functional and the def2-TZVPD basis.

ΔE to the lowest compared entry with this formula, charge and spin: 213.1 kJ/mol
Highest occupied orbital energy: -13.86 eV
LUMO: -8.94 eV
Max |F|: 3.3 eV/A
Orbital gap: 4.9 eV
Net charge: +2
2S+1: 1

Element x y z (Å)
H  0.85768  3.66875  1.26447
N  0.80326  1.95348  -0.02745
B  0.41615  0.45099  -2.13614
N  0.26353  1.74075  -1.27741
C  -0.28266  2.89091  -1.72012
Hf  1.73947  0.58439  1.32958
H  -0.70852  2.96786  -2.70988
C  -0.16550  3.85339  -0.72230
H  -0.52792  4.86275  -0.74588
C  0.52612  3.25466  0.32165
H  1.12641  0.66758  -3.08969
C  -2.21126  -2.39510  0.60784
H  -1.89287  -3.34107  0.15154
H  -2.15039  -1.61711  -0.17713
H  -3.26316  -2.52638  0.88590
N  -1.03778  0.14387  -2.65761
N  0.87917  -0.84326  -1.42504
N  -1.92271  -0.56131  -1.87945
N  1.56182  -0.89841  -0.22757
C  -1.62145  0.48979  -3.83177
C  0.80736  -2.08347  -1.95328
H  -1.06795  1.03146  -4.58525
H  0.38123  -2.25638  -2.93149
C  -2.92781  0.00876  -3.81975
C  1.38207  -2.97884  -1.05930
C  -3.07700  -0.62396  -2.56867
C  1.86241  -2.22073  0.00215
H  -3.66451  0.10319  -4.59596
H  1.45107  -4.04837  -1.16322
H  -3.96781  -1.09428  -2.17182
H  2.39118  -2.53117  0.89525
H  -1.75237  -2.85534  2.31955
C  -1.37910  -2.02271  1.75959
C  -0.54066  -1.06273  1.99763
C  0.32457  -0.32708  2.87367
C  0.17277  1.09788  2.96123
C  1.25662  1.92368  3.29346
C  2.54450  1.37330  3.47546
C  2.70584  -0.02805  3.47351
C  1.61851  -0.86708  3.18783
H  -0.82223  1.50821  2.78104
H  1.10789  3.00200  3.37555
H  3.39587  2.02609  3.66743
H  3.68621  -0.46667  3.67630
H  1.72194  -1.95421  3.17555



2.
C18H19BN6Sr as an isolated structure. Source: the Open Molecules 2025 dataset; level of theory: the ωB97M-V functional and the def2-TZVPD basis.

Highest occupied orbital energy: -5.49 eV
LUMO: -0.56 eV
Max |F|: 5.8 eV/A
Orbital gap: 4.9 eV
Net charge: 0
2S+1: 1

Element x y z (Å)
H  -0.10032  2.79859  0.52392
N  0.13788  1.55382  -1.18010
B  0.68127  0.66081  -3.48328
N  0.62927  1.81060  -2.44965
C  0.97111  3.10635  -2.57178
Sr  -1.09790  -0.74696  -0.31158
H  1.33798  3.50175  -3.50136
C  0.70027  3.72676  -1.35680
H  0.85156  4.75765  -1.11615
C  0.19502  2.72150  -0.51375
H  1.06452  1.07857  -4.54897
C  -1.89371  -3.24353  -0.65268
H  -2.17848  -2.99451  0.39736
H  -0.97771  -3.84620  -0.84881
H  -2.55043  -3.36728  -1.51798
N  -0.75867  0.06088  -3.54852
N  1.66401  -0.39811  -2.93832
N  -1.46029  -0.41911  -2.42312
N  1.34388  -1.09397  -1.78068
C  -1.54048  -0.01434  -4.62885
C  2.85705  -0.79344  -3.41762
H  -1.13023  0.34628  -5.57329
H  3.25253  -0.39228  -4.34046
C  -2.76855  -0.55794  -4.27781
C  3.34440  -1.78463  -2.57532
C  -2.69976  -0.79448  -2.89722
C  2.37326  -1.93290  -1.56375
H  -3.56614  -0.82774  -4.94974
H  4.26065  -2.32755  -2.68782
H  -3.47102  -1.20392  -2.24034
H  2.41749  -2.59057  -0.70651
H  -0.86103  1.23131  1.15773
C  -0.76574  0.44930  1.93452
C  -0.44965  0.28318  3.12892
C  -0.15075  0.16325  4.49247
C  -0.58234  -0.97926  5.22990
C  -0.47974  -1.01624  6.62932
C  0.08891  0.10065  7.30256
C  0.59217  1.21920  6.59091
C  0.47382  1.22982  5.18707
H  -0.99638  -1.83967  4.68793
H  -0.83823  -1.89698  7.20684
H  0.14430  0.10705  8.40166
H  1.07204  2.07900  7.12150
H  0.86417  2.07531  4.60966